DFT (ωB97M-V/def2-TZVPD) results for a cluster of 10 separate species, C31H82O10 in total in a non-equilibrium geometry.

Its total charge is 0. The calculation puts the relative energy (zero: lowest compared OMol25 entry of this formula, charge and spin) at 0.0 kJ/mol. Its SMILES is CC(C)O.CC(C)O.CC(C)O.CCOCC.CCOCC.CCOCC.CCOCC.CCO.CCO.CCO.

Each line ends with the Löwdin charge.
Cartesian coordinates (Å):
C (5.3665, 28.2958, -15.4158)  -0.059
C (5.0771, 27.1998, -16.4349)  -0.270
O (4.7276, 25.9669, -15.8152)  -0.202
C (3.4551, 25.9342, -15.1948)  -0.274
C (2.9525, 24.5093, -15.1984)  -0.055
H (5.5216, 29.2503, -15.9127)  0.078
H (4.5382, 28.3477, -14.7097)  0.069
H (6.2604, 28.0255, -14.8531)  0.083
H (4.2663, 27.4915, -17.1175)  0.111
H (5.9588, 26.9726, -17.0360)  0.117
H (3.5305, 26.2940, -14.1617)  0.118
H (2.7593, 26.6009, -15.7205)  0.125
H (2.1013, 24.4472, -14.5114)  0.083
H (3.7139, 23.8598, -14.7697)  0.076
H (2.6068, 24.2160, -16.1860)  0.056
C (-0.5344, 19.7381, -23.5777)  -0.061
C (-0.1617, 18.2877, -23.7042)  -0.294
O (-1.2105, 17.4900, -23.2240)  -0.168
C (-0.9457, 16.1068, -23.3455)  -0.282
C (-2.1015, 15.3587, -22.6999)  -0.065
H (-0.6768, 20.0637, -22.5445)  0.049
H (0.1787, 20.3866, -24.0802)  0.049
H (-1.5149, 19.9624, -24.0111)  0.089
H (0.0379, 18.0782, -24.7690)  0.125
H (0.7846, 18.0766, -23.1851)  0.115
H (-0.8894, 15.8522, -24.4108)  0.120
H (-0.0119, 15.8393, -22.8376)  0.105
H (-2.2725, 15.7506, -21.6995)  0.063
H (-1.9319, 14.2833, -22.6873)  0.075
H (-3.0038, 15.5227, -23.2946)  0.078
C (-2.5810, 21.5349, -17.3830)  -0.060
C (-2.0608, 22.8383, -17.9670)  -0.301
O (-2.8712, 23.9091, -17.5521)  -0.155
C (-2.6631, 25.0796, -18.3129)  -0.299
C (-3.5165, 26.1879, -17.7307)  -0.077
H (-1.8167, 20.7716, -17.5121)  0.061
H (-2.8036, 21.6677, -16.3227)  0.081
H (-3.5095, 21.2272, -17.8604)  0.064
H (-1.0239, 23.0043, -17.6338)  0.114
H (-2.0308, 22.7658, -19.0644)  0.107
H (-1.6038, 25.3732, -18.2820)  0.117
H (-2.9291, 24.9045, -19.3637)  0.119
H (-3.3263, 27.1268, -18.2501)  0.074
H (-3.3414, 26.2570, -16.6594)  0.076
H (-4.5748, 25.9661, -17.8852)  0.075
C (3.3274, 25.8706, -19.6954)  -0.059
C (4.7233, 25.3219, -19.5765)  -0.265
O (4.7582, 23.9912, -20.0477)  -0.193
C (6.0562, 23.4256, -20.0101)  -0.253
C (5.9222, 21.9836, -20.4435)  -0.052
H (2.9180, 25.6252, -20.6777)  0.082
H (2.6355, 25.4350, -18.9696)  0.073
H (3.3365, 26.9519, -19.5677)  0.075
H (5.3932, 25.9508, -20.1869)  0.130
H (5.1134, 25.4069, -18.5558)  0.094
H (6.7271, 23.9982, -20.6633)  0.128
H (6.4484, 23.4883, -18.9884)  0.099
H (5.1640, 21.5481, -19.7787)  0.061
H (6.8078, 21.3638, -20.3488)  0.078
H (5.4744, 21.9392, -21.4379)  0.082
C (2.4243, 21.9238, -18.1495)  -0.050
C (2.2198, 21.4636, -19.5863)  -0.502
C (0.8184, 20.8978, -19.8074)  -0.048
O (2.3952, 22.5289, -20.4905)  -0.049
H (2.1002, 21.1561, -17.4373)  0.080
H (1.9077, 22.8540, -17.9084)  0.067
H (3.4907, 22.0709, -17.9360)  0.059
H (2.9224, 20.6300, -19.7593)  0.121
H (0.1448, 21.7628, -19.8219)  0.079
H (0.5021, 20.3129, -18.9458)  0.072
H (0.7834, 20.3742, -20.7588)  0.063
H (3.2210, 22.9930, -20.2813)  0.039
C (5.1950, 18.4793, -17.4327)  -0.055
C (4.9678, 18.0305, -16.0211)  -0.429
C (4.7486, 19.2065, -15.0618)  -0.034
O (3.7705, 17.1859, -16.0194)  -0.075
H (5.1428, 17.7218, -18.2138)  0.086
H (6.1712, 18.9567, -17.5742)  0.075
H (4.4883, 19.2850, -17.6691)  0.080
H (5.7416, 17.3473, -15.6693)  0.136
H (5.3743, 20.0550, -15.3165)  0.050
H (5.0446, 18.8794, -14.0596)  0.084
H (3.6914, 19.4603, -14.9942)  0.085
H (3.2168, 17.4013, -15.2626)  0.088
C (3.0552, 23.3323, -23.8647)  -0.051
C (2.2404, 22.1696, -24.4109)  -0.510
C (2.0685, 22.1484, -25.8964)  -0.062
O (2.9072, 20.9417, -24.0721)  -0.059
H (3.8825, 23.6101, -24.5211)  0.081
H (3.3865, 23.1193, -22.8508)  0.052
H (2.4338, 24.2340, -23.7876)  0.081
H (1.2608, 22.2233, -23.9215)  0.123
H (1.4585, 21.2809, -26.1653)  0.075
H (3.0207, 21.9900, -26.4042)  0.087
H (1.5647, 23.0428, -26.2642)  0.085
H (2.6307, 20.6945, -23.1843)  0.075
C (0.9876, 17.0362, -20.0868)  -0.081
C (2.2273, 17.4465, -19.3458)  -0.340
O (2.6038, 16.3925, -18.4768)  -0.079
H (1.1993, 16.2602, -20.8229)  0.071
H (0.5403, 17.8645, -20.6483)  0.047
H (0.2203, 16.6825, -19.3963)  0.086
H (2.1081, 18.3757, -18.7743)  0.096
H (3.0175, 17.6667, -20.0843)  0.112
H (3.1158, 16.7860, -17.7563)  0.022
C (-2.2514, 19.2729, -20.2285)  -0.096
C (-3.6210, 18.6642, -20.4100)  -0.312
O (-4.4791, 18.8525, -19.2906)  -0.073
H (-2.2889, 20.3532, -20.3860)  0.073
H (-1.5532, 18.8371, -20.9441)  0.039
H (-1.8474, 19.0380, -19.2436)  0.072
H (-3.5239, 17.5852, -20.5556)  0.101
H (-4.0595, 18.9991, -21.3580)  0.117
H (-4.8865, 19.7194, -19.3587)  0.074
C (7.2722, 21.7413, -16.7533)  -0.082
C (6.3519, 22.7545, -16.1551)  -0.330
O (6.7601, 24.0666, -16.5158)  -0.082
H (7.2574, 21.6100, -17.8343)  0.060
H (7.0582, 20.7534, -16.3304)  0.049
H (8.3077, 21.9009, -16.4448)  0.087
H (6.3961, 22.6757, -15.0557)  0.115
H (5.2876, 22.5904, -16.3693)  0.096
H (5.9872, 24.6380, -16.6037)  0.032


DFT (ωB97M-V/def2-TZVPD) results for a cluster of 12 separate species, C31H83BBrF5N2O14P in total in a non-equilibrium geometry.

Its total charge is +1.

Each line ends with the Löwdin charge.
Cartesian coordinates (Å):
C (0.8918, 1.6617, 1.9052)  -0.095
C (1.0227, 1.5446, 0.3996)  -0.646
Br (2.2051, 0.0914, -0.1601)  0.921
C (-0.2700, 1.5489, -0.4083)  -0.162
C (-1.4352, 0.7002, 0.1380)  -0.127
N (-2.6661, 1.3082, -0.5598)  0.010
F (-2.4652, 1.7850, -1.8335)  0.069
C (-3.7770, 0.3003, -0.7089)  -0.021
C (-3.1499, -0.9727, -0.0500)  -0.161
B (-3.7401, -0.9991, 1.4502)  -0.604
N (-4.5661, -2.1124, 1.8036)  0.216
O (-3.5534, -0.0339, 2.4294)  0.142
C (-1.6121, -0.7760, -0.2276)  -0.281
P (-1.4360, -1.1581, -2.1245)  0.934
O (0.0087, -0.6393, -2.6350)  -0.271
O (-1.6285, -2.7543, -2.3694)  -0.217
C (-0.8207, -1.8928, 0.4600)  -0.478
F (0.2012, -2.2989, -0.3075)  0.050
F (-1.6275, -2.9467, 0.5583)  0.150
C (-0.2347, -1.6552, 1.8581)  -0.315
F (-1.0371, -0.8907, 2.6065)  0.114
F (-0.1385, -2.8478, 2.4545)  0.123
H (1.0899, 0.7659, 2.4653)  0.060
H (-0.0441, 2.1065, 2.2128)  0.086
H (1.6472, 2.3726, 2.2082)  0.070
H (1.5558, 2.4272, 0.0959)  0.071
H (-0.5917, 2.5858, -0.3975)  0.135
H (-0.0312, 1.3273, -1.4360)  0.093
H (-1.6143, 1.0027, 1.1603)  0.141
H (-3.0834, 2.0418, 0.0174)  0.210
H (-4.6863, 0.5365, -0.1774)  0.140
H (-3.9441, 0.0761, -1.7419)  0.118
H (-3.4330, -1.9121, -0.4955)  0.126
H (-5.1860, -1.7520, 2.5268)  0.100
H (-5.1769, -2.2787, 1.0070)  0.086
H (-3.6478, 0.8763, 2.1310)  0.096
H (0.7408, -0.7506, -1.9925)  -0.023
H (-2.5626, -2.8825, -2.5918)  0.061
H (0.7686, -1.2635, 1.8309)  0.117
C (-2.9163, 4.5224, -4.1191)  -0.090
C (-2.0284, 5.5953, -3.5227)  -0.312
O (-0.8618, 4.9879, -2.9693)  -0.100
H (-3.1880, 3.8000, -3.3477)  0.050
H (-3.8292, 4.9369, -4.5485)  0.079
H (-2.3830, 3.9787, -4.9022)  0.078
H (-2.5389, 6.1239, -2.7196)  0.112
H (-1.7347, 6.3279, -4.2797)  0.114
H (-0.4021, 4.5323, -3.6831)  0.074
C (-1.3980, -5.3518, -5.5677)  -0.089
C (-2.7009, -4.7872, -6.1024)  -0.312
O (-3.0810, -3.6025, -5.3974)  -0.102
H (-1.4891, -5.5800, -4.5051)  0.073
H (-1.1183, -6.2619, -6.0991)  0.077
H (-0.5890, -4.6250, -5.6752)  0.067
H (-3.5091, -5.5046, -5.9762)  0.112
H (-2.6100, -4.5544, -7.1672)  0.111
H (-2.3746, -2.9577, -5.5149)  0.073
C (3.2633, -3.0863, -4.4847)  -0.082
C (3.5417, -2.0514, -3.4121)  -0.305
O (3.0445, -0.7671, -3.8131)  -0.105
H (3.7284, -2.7921, -5.4257)  0.079
H (3.6463, -4.0649, -4.1937)  0.078
H (2.1888, -3.1739, -4.6669)  0.065
H (4.6117, -1.9502, -3.2443)  0.117
H (3.0710, -2.3388, -2.4648)  0.093
H (2.0954, -0.8574, -3.9557)  0.050
C (2.7940, 4.4031, -2.8109)  -0.091
C (3.9984, 3.6969, -2.2311)  -0.303
O (3.6023, 2.4748, -1.6183)  -0.136
H (2.0568, 4.5985, -2.0305)  0.060
H (3.0763, 5.3511, -3.2730)  0.072
H (2.3085, 3.7774, -3.5668)  0.075
H (4.4685, 4.3083, -1.4619)  0.107
H (4.7424, 3.4891, -3.0076)  0.115
H (3.1893, 1.9037, -2.2775)  0.052
C (-3.9343, -2.0079, 6.0928)  -0.081
C (-3.3483, -3.3129, 5.5849)  -0.310
O (-4.1658, -3.8801, 4.5656)  -0.087
H (-4.9390, -2.1706, 6.4836)  0.079
H (-3.3162, -1.5784, 6.8826)  0.076
H (-4.0144, -1.2799, 5.2801)  0.060
H (-3.2874, -4.0421, 6.3917)  0.100
H (-2.3389, -3.1562, 5.1869)  0.106
H (-4.2160, -3.2432, 3.8440)  0.033
C (3.4495, 8.2876, -0.5909)  -0.076
C (2.2810, 7.3345, -0.7436)  -0.283
O (2.4530, 6.1900, 0.1039)  -0.117
H (4.3836, 7.7878, -0.8443)  0.061
H (3.3334, 9.1566, -1.2387)  0.082
H (3.5352, 8.6329, 0.4433)  0.073
H (2.2125, 6.9764, -1.7676)  0.093
H (1.3372, 7.8254, -0.4863)  0.114
H (2.4998, 6.5168, 1.0102)  0.050
C (7.7801, 6.2720, -2.9650)  -0.088
C (6.4771, 6.9287, -3.3810)  -0.313
O (6.2044, 8.0899, -2.5982)  -0.092
H (7.7464, 5.9946, -1.9109)  0.075
H (7.9758, 5.3771, -3.5574)  0.075
H (8.6173, 6.9616, -3.0924)  0.074
H (5.6414, 6.2445, -3.2343)  0.092
H (6.5095, 7.2096, -4.4386)  0.111
H (6.9307, 8.7094, -2.7286)  0.085
C (-0.7489, -7.1466, 7.3443)  -0.094
C (-1.9809, -6.7165, 8.1194)  -0.323
O (-1.6504, -5.7250, 9.0897)  -0.085
H (0.0075, -7.5399, 8.0234)  0.076
H (-0.9946, -7.9144, 6.6091)  0.073
H (-0.3050, -6.2952, 6.8219)  0.068
H (-2.4098, -7.5622, 8.6532)  0.112
H (-2.7443, -6.3164, 7.4429)  0.095
H (-1.2782, -4.9697, 8.6224)  0.073
C (3.9579, 6.1490, 3.0490)  -0.083
C (4.3637, 4.7308, 2.6924)  -0.292
O (3.4798, 4.1652, 1.7249)  -0.101
H (2.9395, 6.1670, 3.4397)  0.082
H (4.6276, 6.5739, 3.7970)  0.082
H (3.9795, 6.7903, 2.1631)  0.053
H (4.3258, 4.0901, 3.5718)  0.112
H (5.3839, 4.7122, 2.2978)  0.114
H (3.5129, 4.7179, 0.9324)  0.043
C (-7.2621, -6.5353, 1.5856)  -0.089
C (-6.4120, -5.3891, 2.0985)  -0.312
O (-6.7519, -4.1593, 1.4451)  -0.108
H (-7.1348, -6.6530, 0.5089)  0.076
H (-6.9917, -7.4710, 2.0752)  0.078
H (-8.3220, -6.3427, 1.7677)  0.074
H (-5.3581, -5.5726, 1.8993)  0.113
H (-6.5387, -5.2659, 3.1772)  0.109
H (-7.6814, -3.9796, 1.6240)  0.083
C (1.7872, -6.2569, 0.1430)  -0.086
C (2.6700, -5.1923, 0.7666)  -0.307
O (2.4444, -3.9168, 0.1658)  -0.102
H (1.9746, -6.3256, -0.9291)  0.075
H (1.9704, -7.2325, 0.5946)  0.076
H (0.7310, -6.0070, 0.2732)  0.071
H (3.7215, -5.4316, 0.6200)  0.113
H (2.4823, -5.1187, 1.8427)  0.109
H (1.5185, -3.6891, 0.2997)  0.035


DFT (ωB97M-V/def2-TZVPD) results for a cluster of 10 separate species, C31H83N3O10 in total in a non-equilibrium geometry.

Its total charge is 0. Its SMILES is CC1(C)CCCC(C)(C)N1O.COC[C@H](C)N.COC[C@H](C)N.CCO.CCO.CCO.CCO.CCO.CCO.CCO.

Each line ends with the Löwdin charge.
Cartesian coordinates (Å):
C (2.1480, 3.9476, -0.2882)  -0.077
C (1.8231, 4.9550, 0.7999)  -0.303
O (2.4546, 4.6245, 2.0298)  -0.064
H (3.2135, 3.7834, -0.4404)  0.080
H (1.8180, 4.3621, -1.2523)  0.065
H (1.6185, 2.9954, -0.2166)  0.058
H (0.7394, 5.1087, 0.8591)  0.076
H (2.2250, 5.9337, 0.5282)  0.116
H (2.2108, 3.7190, 2.2480)  0.079
C (-1.5674, -5.1419, -0.5905)  -0.086
C (-1.6409, -3.6851, -0.9790)  -0.319
O (-0.9483, -3.5405, -2.2130)  -0.083
H (-2.0066, -5.3350, 0.3853)  0.061
H (-0.5429, -5.5245, -0.5833)  0.067
H (-2.0481, -5.7828, -1.3318)  0.079
H (-1.2540, -2.9707, -0.2467)  0.092
H (-2.7120, -3.4774, -1.1168)  0.110
H (-1.1962, -2.7190, -2.6491)  0.025
C (-0.3923, -1.1086, -4.7747)  -0.059
C (-1.8800, -1.1966, -4.4112)  -0.264
O (-2.0765, -0.8523, -3.0224)  -0.113
H (-0.0561, -1.9937, -5.3083)  0.080
H (0.2423, -1.0795, -3.8858)  0.067
H (-0.2178, -0.1664, -5.2900)  0.078
H (-2.1875, -2.2362, -4.5592)  0.110
H (-2.4793, -0.5397, -5.0392)  0.114
H (-3.0053, -0.6414, -2.8861)  0.100
C (-1.7992, 3.8471, 0.6175)  -0.102
C (-1.9571, 5.3311, 0.9090)  -0.299
O (-1.7415, 5.6059, 2.3086)  -0.085
H (-1.4674, 3.2626, 1.4773)  0.076
H (-1.0634, 3.6608, -0.1703)  0.044
H (-2.7367, 3.3754, 0.3137)  0.064
H (-2.9818, 5.6465, 0.7129)  0.109
H (-1.2417, 5.9156, 0.3294)  0.098
H (-0.9576, 6.1520, 2.3995)  0.072
C (0.2326, 0.5063, 0.1563)  -0.068
C (0.8399, 0.2764, -1.2272)  -0.281
O (0.0045, 0.9210, -2.1843)  -0.115
H (1.0181, 0.6221, 0.9077)  0.066
H (-0.4669, -0.3102, 0.3455)  0.049
H (-0.3862, 1.4028, 0.2366)  0.049
H (0.8998, -0.7925, -1.4707)  0.114
H (1.8520, 0.6410, -1.3777)  0.073
H (-0.7945, 0.4341, -2.4295)  0.043
C (4.2487, 1.7535, -4.5208)  -0.080
C (3.3391, 2.8256, -3.9670)  -0.304
O (2.4947, 2.2628, -2.9572)  -0.119
H (3.6623, 0.8983, -4.8672)  0.075
H (4.9213, 1.4286, -3.7288)  0.070
H (4.7748, 2.0847, -5.4168)  0.075
H (2.6852, 3.3214, -4.6893)  0.111
H (3.9548, 3.6191, -3.5239)  0.108
H (1.5848, 2.5504, -3.0912)  0.035
C (5.0882, -0.2906, 1.2955)  -0.075
C (4.1067, 0.3946, 0.3717)  -0.332
O (4.8620, 1.2463, -0.4905)  -0.082
H (5.7563, 0.4628, 1.7164)  0.080
H (5.7598, -0.8348, 0.6198)  0.080
H (4.6553, -1.0239, 1.9685)  0.058
H (3.3634, 1.0690, 0.8196)  0.094
H (3.5512, -0.4033, -0.1412)  0.107
H (4.3390, 1.4394, -1.2775)  0.052
C (3.8135, -4.4424, 4.0344)  -0.023
C (2.4750, -4.3085, 4.8092)  -0.524
C (2.1958, -2.8387, 5.0903)  -0.142
C (1.7650, -2.0518, 3.8644)  -0.168
C (0.5106, -2.6884, 3.2159)  -0.139
C (0.6077, -4.2022, 2.9959)  -0.493
N (1.3460, -4.8368, 4.0581)  -0.123
O (1.2159, -6.2385, 4.0401)  0.005
C (-0.8367, -4.7037, 2.9015)  -0.035
C (1.2843, -4.4200, 1.6130)  -0.013
C (2.5516, -5.0580, 6.1243)  -0.043
H (3.8873, -3.7204, 3.2242)  0.059
H (3.9251, -5.4324, 3.5818)  0.079
H (4.6459, -4.3388, 4.7330)  0.086
H (1.3933, -2.7386, 5.8302)  0.127
H (3.0869, -2.4337, 5.5787)  0.124
H (2.5693, -2.0575, 3.1193)  0.089
H (1.5429, -1.0076, 4.0840)  0.112
H (0.3577, -2.0687, 2.3298)  0.101
H (-0.3098, -2.3895, 3.8779)  0.108
H (-0.8784, -5.7719, 2.6826)  0.080
H (-1.3726, -4.6444, 3.8557)  0.090
H (-1.3995, -4.0947, 2.1975)  0.068
H (1.1751, -3.6099, 0.8908)  0.079
H (2.3710, -4.4164, 1.7725)  0.067
H (1.0705, -5.3895, 1.1632)  0.073
H (3.1023, -4.5352, 6.9146)  0.087
H (3.0726, -6.0149, 6.0483)  0.083
H (1.5576, -5.2180, 6.5410)  0.092
H (1.8857, -6.5380, 3.4041)  0.099
C (-2.6741, 4.9068, -2.8878)  -0.049
C (-1.7710, 4.2290, -3.9091)  -0.431
C (-1.5591, 5.0452, -5.1687)  -0.224
O (-2.7862, 5.3109, -5.8223)  -0.179
C (-2.5869, 6.2233, -6.8760)  -0.121
N (-0.4445, 3.8622, -3.4022)  0.049
H (-3.6848, 4.9821, -3.2947)  0.080
H (-2.3437, 5.9161, -2.6336)  0.085
H (-2.7242, 4.2552, -2.0156)  0.058
H (-2.2423, 3.2646, -4.1334)  0.141
H (-0.8259, 4.5675, -5.8238)  0.124
H (-1.1351, 6.0103, -4.8447)  0.129
H (-3.4795, 6.2564, -7.5000)  0.087
H (-1.7131, 5.9457, -7.4735)  0.086
H (-2.4440, 7.2549, -6.5244)  0.089
H (-0.0489, 4.6569, -2.8952)  0.074
H (-0.4924, 3.1625, -2.6621)  0.043
C (-2.4595, -0.5685, 2.4386)  -0.029
C (-3.5269, -0.9577, 1.4099)  -0.431
C (-4.7342, -1.5965, 2.0492)  -0.215
O (-4.3414, -2.8646, 2.5511)  -0.200
C (-5.1340, -3.3545, 3.6227)  -0.093
N (-3.9584, 0.2745, 0.7117)  0.040
H (-2.9941, 0.0613, 3.1553)  0.091
H (-1.7809, 0.1066, 1.9232)  0.047
H (-2.0207, -1.4561, 2.8759)  0.058
H (-3.0919, -1.6163, 0.6464)  0.116
H (-5.6083, -1.7516, 1.4037)  0.128
H (-5.0710, -0.9231, 2.8510)  0.123
H (-4.4629, -4.0017, 4.1885)  0.083
H (-5.9533, -3.9859, 3.2657)  0.085
H (-5.5097, -2.5313, 4.2308)  0.085
H (-3.1298, 0.7037, 0.3080)  0.048
H (-4.5620, 0.0811, -0.0805)  0.065


no.,gap between HOMO and LUMO (eV)
1,10.143
2,8.098
3,8.058